The following is a DFT calculation (the ωB97M-V functional and the def2-TZVPD basis) of a cluster of 9 separate species, C26H60N8O16 in total at a distorted geometry.

XYZ file:
```
110
Properties=species:S:1:pos:R:3:forces:R:3:mulliken_charge:R:1
O 3.975768 4.397080 -32.210920 0.19 -0.97 -0.38 -0.626
C 4.963336 4.922795 -32.680253 -0.13 0.82 0.64 0.712
C 5.459309 6.163167 -32.122953 0.72 0.64 0.33 -0.312
C 6.458888 6.865489 -32.673741 -0.10 0.65 0.66 0.064
O 6.860492 8.018788 -32.102417 -0.38 -0.14 -0.32 -0.038
C 7.159640 6.408067 -33.905912 -1.44 -1.55 -0.78 0.515
O 7.960267 7.058915 -34.521062 0.67 0.72 0.11 -0.565
C 6.690362 5.088192 -34.424393 0.51 0.13 0.39 -0.997
C 5.694787 4.395668 -33.857622 0.19 -0.24 -0.56 0.447
O 5.292985 3.225094 -34.366271 -0.04 -0.31 0.14 -0.564
H 5.027635 6.570386 -31.216061 -0.39 -0.20 -0.09 0.491
H 6.936406 8.739722 -32.783366 0.82 0.14 0.24 0.100
H 7.251676 4.666293 -35.246350 -0.12 0.10 -0.16 0.432
H 4.658028 2.804218 -33.764130 -0.10 0.30 -0.02 0.323
C -1.476797 9.257418 -31.584611 -1.21 -1.16 -1.01 -0.454
N -1.021730 10.325448 -32.511448 -0.15 0.39 1.21 0.906
O 0.137137 10.665682 -32.365331 0.06 0.05 -0.48 -0.509
O -1.842049 10.858589 -33.223739 0.20 -0.08 -0.30 -0.561
H -2.419747 8.847070 -31.949218 -0.03 0.36 -0.21 0.300
H -1.701561 9.656811 -30.603871 0.64 0.18 0.07 0.330
H -0.793727 8.419395 -31.660885 0.44 0.33 0.59 -0.012
C 2.373259 10.361670 -23.129805 0.94 -0.26 -0.12 -0.728
N 1.673648 10.852199 -24.346388 -0.14 0.02 0.75 0.885
O 0.475224 10.979960 -24.254856 -0.32 0.05 -0.22 -0.540
O 2.349227 11.103791 -25.314904 0.12 0.05 -0.45 -0.472
H 3.411017 10.219333 -23.421518 -0.03 -0.05 0.08 0.246
H 1.934365 9.420361 -22.814983 -0.23 0.12 0.01 0.293
H 2.331671 11.106152 -22.341048 -0.33 0.07 -0.09 0.305
C 9.020348 8.932491 -29.740609 -0.11 -0.61 -0.11 -0.309
N 9.662300 9.728078 -28.662807 -0.73 -0.13 -0.70 0.954
O 8.901005 10.298706 -27.913254 0.14 0.45 0.55 -0.502
O 10.866734 9.733861 -28.610873 0.33 0.15 0.17 -0.597
H 7.943359 8.937098 -29.615316 0.04 0.06 0.19 -0.098
H 9.424972 7.931854 -29.603758 -0.07 -0.04 -0.30 0.362
H 9.267989 9.321062 -30.724704 0.31 0.12 0.13 0.199
C 3.178414 6.211355 -24.706744 -0.13 -0.07 -0.14 -0.796
N 3.433308 6.206535 -26.179015 -0.22 -1.14 0.07 1.001
O 2.483576 6.138678 -26.926449 -0.75 0.38 -0.10 -0.530
O 4.576252 6.171142 -26.545383 0.78 0.24 0.09 -0.481
H 2.237773 5.717024 -24.485364 -0.14 0.16 -0.32 0.321
H 3.134463 7.263161 -24.439538 0.19 -0.07 0.33 0.197
H 3.979575 5.640212 -24.251542 0.22 0.42 0.10 0.313
C 9.572038 12.789024 -30.594470 -0.48 -0.95 -0.87 -0.650
O 9.044020 12.263375 -31.827274 0.05 -0.23 0.46 -0.410
C 7.665358 12.058098 -31.776773 -1.31 0.57 -0.74 -0.572
C 7.152825 11.595551 -33.137504 0.53 0.64 -0.57 0.485
C 5.652215 11.510384 -33.126651 -0.93 -0.31 0.11 -1.074
N 7.746275 10.301682 -33.464662 -0.20 -0.60 -0.01 -0.598
H 10.609709 12.471404 -30.641003 0.14 0.40 0.52 0.267
H 9.025509 12.303950 -29.782907 0.32 0.10 0.32 0.237
H 9.432764 13.868422 -30.532304 0.15 0.05 -0.04 0.289
H 7.260768 11.323258 -31.060655 0.82 -0.21 0.31 0.031
H 7.144843 12.989198 -31.508885 0.06 0.10 -0.12 0.525
H 7.460802 12.294269 -33.929671 -0.01 0.33 0.41 0.341
H 5.150656 12.478242 -33.056815 0.27 0.09 0.28 0.379
H 5.333496 10.876618 -32.291498 -0.09 0.11 0.00 -0.211
H 5.207908 11.065571 -34.021335 0.42 -0.15 -0.11 0.426
H 8.730489 10.292633 -33.213399 -0.04 0.05 -0.04 0.197
H 7.705815 10.168262 -34.469411 0.06 -0.17 0.04 0.246
C 0.563595 14.205379 -27.426457 -0.95 0.45 0.45 -0.702
O 1.096707 14.943704 -28.496238 -0.49 -0.66 -0.48 -0.378
C 1.745442 14.125631 -29.466459 0.57 0.21 -0.36 -0.690
C 1.838593 14.902068 -30.785994 1.09 1.26 0.10 0.839
C 2.577435 14.245298 -31.958360 0.23 -1.15 1.11 -1.316
N 2.653292 16.081939 -30.416980 -0.09 0.47 -0.40 -0.778
H -0.320950 13.615412 -27.696780 0.14 -0.13 -0.41 0.294
H 0.172191 14.957556 -26.739917 0.24 -0.10 0.25 0.304
H 1.244554 13.531445 -26.900961 0.40 0.16 -0.17 0.242
H 2.752999 14.025432 -29.052418 0.31 -0.43 -0.50 0.282
H 1.322775 13.126436 -29.603030 -0.46 0.09 0.17 0.319
H 0.875764 15.232876 -31.193381 -0.36 -0.39 0.54 0.154
H 3.650037 14.160824 -31.761727 -0.03 0.14 0.30 0.307
H 2.503387 14.795755 -32.893015 -0.47 -0.07 -0.01 0.478
H 2.218600 13.212332 -32.016774 -0.13 0.11 -0.69 0.188
H 2.676007 16.707070 -31.217962 0.13 0.08 0.15 0.233
H 2.236866 16.603719 -29.652312 -0.12 -0.14 -0.05 0.240
C 6.016206 9.258202 -26.454220 -0.43 0.22 -0.94 -0.640
O 5.354727 8.743113 -27.601742 0.61 -0.80 -0.21 -0.146
C 4.299838 9.496176 -28.113003 -0.20 1.50 -0.14 -0.844
C 4.006339 9.108601 -29.573735 0.17 -1.29 0.63 1.889
C 3.133161 10.124507 -30.304388 0.39 -0.29 1.05 -2.245
N 3.304732 7.791714 -29.576975 -0.26 0.23 1.03 -0.354
H 6.575024 10.139854 -26.773641 -0.07 0.27 0.41 0.300
H 6.738473 8.522789 -26.112299 -0.16 -0.19 0.04 0.244
H 5.270032 9.483614 -25.688341 0.18 0.15 0.26 0.113
H 3.413681 9.383102 -27.465712 -0.21 -0.18 -0.23 0.208
H 4.499793 10.582295 -28.071895 0.37 -0.07 0.01 0.599
H 4.973639 8.862063 -30.025548 0.00 0.60 -0.26 -0.346
H 2.681935 9.657463 -31.175090 -0.14 0.16 -0.04 0.354
H 3.638025 11.054147 -30.561965 0.13 -0.07 -0.08 0.464
H 2.391048 10.369641 -29.535719 -0.48 0.20 -0.50 0.409
H 3.736907 7.263125 -28.812977 0.47 -0.37 -0.55 0.194
H 2.421153 7.953458 -29.079319 -0.22 0.13 -0.59 -0.116
C -0.751340 7.731433 -28.634105 -0.46 0.22 -0.12 -0.375
O -0.960704 6.755816 -29.638989 0.37 0.23 0.20 -0.435
C 0.274110 6.423161 -30.256077 0.01 -0.73 0.49 0.060
C 0.065277 5.590259 -31.519738 0.30 0.96 -1.34 0.157
C -0.680698 4.303943 -31.230684 0.51 -0.18 1.32 -1.485
N 1.342781 5.287062 -32.196246 -0.63 -0.79 0.56 -0.565
H -1.661087 7.735447 -28.036562 -0.07 0.41 -0.08 0.272
H -0.543133 8.685733 -29.126873 -0.24 0.24 0.24 0.066
H 0.077417 7.605017 -27.927531 0.19 -0.79 -0.26 0.097
H 0.876418 7.321512 -30.439289 -0.13 -0.01 -0.31 -0.107
H 0.824643 5.833657 -29.505484 0.31 -0.06 -0.29 0.520
H -0.421048 6.199802 -32.292850 -0.70 0.08 0.48 0.231
H -0.013719 3.799693 -30.514210 -0.09 -0.35 -0.15 0.383
H -0.866954 3.612307 -32.047185 0.07 0.35 -0.32 0.378
H -1.584219 4.452354 -30.639164 -0.17 0.25 -0.35 0.312
H 1.657495 4.409592 -31.799312 0.59 0.17 -0.15 0.308
H 2.057866 5.986367 -32.046861 0.00 0.02 0.22 0.175
```
Forces are in eV/Å.

Results
Total energy in eV: -72601.104
F_max in eV/Å: 2.25
HOMO-LUMO gap in eV: 7.748
2S+1: 1
Lowest unoccupied orbital energy in eV: -1.122
Net charge: 0
Energy relative to the best compared isomer or geometry (same formula, charge and spin) in kJ/mol: 0.0
SMILES string: O=C1C=C(O)C(=O)C=C1O.C[N+](=O)[O-].C[N+](=O)[O-].C[N+](=O)[O-].C[N+](=O)[O-].COC[C@H](C)N.COC[C@H](C)N.COC[C@H](C)N.COC[C@H](C)N


The following is a DFT calculation (the ωB97M-V functional and the def2-TZVPD basis) of a structure of composition C26H61CrO25S5 at a distorted geometry.

XYZ file:
```
118
Properties=species:S:1:pos:R:3:forces:R:3:mulliken_charge:R:1
Cr -0.704069 1.435776 -1.237707 -0.95 -0.21 2.01 1.294
O -1.314031 -0.097690 2.278738 -0.33 0.22 -0.43 0.151
C -1.193050 0.449793 1.071669 0.21 0.33 -1.20 0.887
O -0.349749 1.375553 0.863821 0.05 -0.37 0.05 -0.992
O -1.911545 0.040276 0.111189 0.22 0.05 0.34 -0.722
H -2.167617 -0.573027 2.219511 0.39 -0.07 0.56 -0.274
C -0.851328 -4.150389 1.944279 0.28 -0.54 -0.30 -0.054
C -0.595907 -3.805831 0.476714 0.27 1.06 0.36 0.189
C 0.801953 -3.185184 0.566086 -0.30 -0.40 -1.03 0.843
O 1.479171 -3.949696 1.533601 0.37 0.09 0.19 -0.473
C 0.535534 -4.588639 2.413065 0.24 0.24 0.21 -0.686
H -1.570152 -4.960443 2.056105 -0.16 0.16 0.16 0.461
H -1.147440 -3.271972 2.511296 -0.22 0.08 0.00 -0.274
H -1.276540 -3.051826 0.073728 -0.23 -0.32 -0.10 -0.446
H -0.553304 -4.698741 -0.144599 -0.16 -0.02 -0.06 0.410
H 0.788986 -2.104099 0.767329 -0.15 -0.10 0.42 -0.313
H 1.303988 -3.288969 -0.401729 0.21 -0.03 0.15 -0.283
H 0.733962 -4.249190 3.430024 0.02 -0.06 0.01 0.282
H 0.713234 -5.665064 2.359695 -0.17 -0.01 -0.09 0.340
O 1.282442 -2.040300 4.336588 -0.49 -0.41 0.06 -0.608
S 2.237974 -0.987440 4.408849 0.62 -0.15 -0.89 1.296
O 2.336881 -0.145516 5.536454 -0.12 0.50 0.85 -0.691
O 3.693647 -1.589581 4.218380 -0.15 -0.01 0.26 -0.439
C 3.880092 -2.647928 3.267209 0.45 -0.29 -0.19 1.052
C 5.318923 -3.078466 3.376494 0.19 -0.01 -0.17 -1.686
C 2.121376 0.008849 2.971099 0.17 0.60 0.24 -0.205
H 3.694530 -2.270060 2.261273 -0.27 0.00 0.09 -0.385
H 3.224865 -3.490693 3.464403 -0.30 0.18 0.09 0.040
H 5.562510 -3.335943 4.404766 0.07 0.03 0.02 0.424
H 5.982191 -2.287254 3.024163 0.08 0.01 0.17 0.372
H 5.490929 -3.956709 2.752173 -0.05 -0.02 0.02 0.399
H 2.250824 -0.596080 2.079939 -0.21 0.01 -0.10 -0.435
H 2.910091 0.755117 3.060814 0.13 -0.13 -0.13 0.451
H 1.179061 0.547526 3.001449 -0.26 -0.25 -0.20 0.194
O -3.590059 1.789256 4.216775 0.06 0.30 -0.08 -0.601
S -3.877722 0.500084 4.756592 0.77 -0.19 -0.15 1.304
O -5.116165 0.272229 5.408976 -0.67 -0.02 0.38 -0.681
O -3.745962 -0.563115 3.562557 -0.50 -0.37 -0.36 -0.226
C -4.913447 -0.614194 2.700429 -0.54 0.35 -0.45 -0.264
C -4.874451 -1.840845 1.829134 0.18 -0.30 -0.01 -0.850
C -2.530148 -0.065278 5.750740 -0.56 -0.30 0.18 -0.859
H -4.951415 0.286045 2.074315 0.28 -0.03 0.13 0.043
H -5.829849 -0.592106 3.291246 0.21 -0.16 0.25 0.592
H -4.023428 -1.852670 1.147070 0.11 0.15 -0.01 -0.041
H -5.782612 -1.870298 1.223014 0.03 0.02 0.06 0.394
H -4.829393 -2.754976 2.418851 -0.07 0.00 0.10 0.350
H -1.907190 -0.743651 5.173974 0.31 0.41 -0.10 0.119
H -2.967256 -0.642375 6.563094 -0.03 0.09 0.06 0.410
H -2.055965 0.831232 6.132992 0.37 -0.10 -0.06 0.383
O -0.444459 -0.743389 -2.383978 -0.54 0.46 0.44 -0.692
S 0.269742 -1.488468 -3.361857 -0.14 -0.77 -0.40 0.934
O 1.564117 -1.052029 -3.760027 0.35 0.19 -0.25 -0.716
O 0.313125 -2.938927 -2.771812 0.03 0.17 -0.14 -0.101
C 0.868726 -4.046978 -3.534612 -0.03 -0.76 0.35 -0.563
C 2.247063 -3.825034 -4.092514 -0.02 -0.12 -0.20 -0.856
C -0.764419 -1.681873 -4.773738 -0.26 0.74 0.00 -1.248
H 0.160239 -4.370830 -4.300566 -0.09 0.29 0.00 0.405
H 0.878190 -4.836585 -2.784052 0.05 0.01 -0.01 0.335
H 2.216995 -3.152407 -4.945996 0.25 0.12 0.08 0.334
H 2.632572 -4.782226 -4.445645 -0.06 -0.05 0.05 0.448
H 2.913323 -3.455457 -3.317277 0.08 0.17 -0.08 0.082
H -1.777352 -1.872913 -4.423108 0.07 -0.36 -0.02 0.269
H -0.378160 -2.434436 -5.450834 -0.01 -0.10 -0.02 0.495
H -0.792898 -0.710031 -5.273085 0.19 -0.10 -0.04 0.440
O 1.448708 0.690199 -1.185362 -0.82 -0.02 -0.22 0.290
S 2.843554 0.624665 -0.953518 1.20 -0.47 -0.56 0.720
O 3.436692 1.298182 0.148053 0.10 0.59 0.42 -0.820
O 3.157656 -0.904809 -0.835193 -0.09 -0.28 -0.14 0.466
C 4.469259 -1.320808 -0.384567 0.07 -0.91 1.06 -0.332
C 4.417841 -2.831250 -0.215678 0.22 -0.20 -0.50 -0.956
C 3.686915 1.011009 -2.450976 -0.30 0.22 0.18 -1.058
H 4.656765 -0.875520 0.595591 0.01 0.26 -0.20 0.356
H 5.265941 -1.045347 -1.074290 -0.21 0.24 -0.19 0.300
H 3.581009 -3.167133 0.393349 -0.07 0.13 -0.01 0.045
H 5.336674 -3.190125 0.253732 0.00 0.19 0.03 0.420
H 4.362393 -3.334053 -1.185070 -0.11 0.08 0.03 0.307
H 3.428151 2.028093 -2.739298 0.08 0.05 0.08 0.369
H 3.313363 0.313554 -3.195775 0.15 -0.04 -0.05 0.102
H 4.748431 0.919950 -2.246302 0.10 0.01 -0.19 0.480
O -0.477188 4.712272 0.780337 -0.95 0.37 0.60 -0.693
S 0.704989 4.327367 0.124376 1.27 0.15 0.00 0.803
O 0.694469 3.261563 -0.847987 -0.07 -0.24 -0.59 -0.563
O 1.245456 5.612743 -0.608752 0.16 0.06 -0.54 -0.335
C 2.116784 5.470795 -1.792342 -0.63 -0.33 0.12 0.030
C 1.319554 5.615324 -3.078401 0.39 0.27 0.27 -0.987
C 1.994272 4.009940 1.291898 -0.65 -0.72 -0.63 -0.852
H 2.554493 4.470301 -1.784824 0.21 0.18 0.21 -0.044
H 2.873195 6.234732 -1.652284 0.06 0.03 -0.09 0.457
H 0.769889 6.554685 -3.112065 -0.02 0.01 0.06 0.300
H 0.632141 4.780354 -3.191871 -0.03 -0.02 -0.04 0.056
H 2.037209 5.621638 -3.903432 -0.14 -0.08 -0.04 0.446
H 2.077857 4.877177 1.931429 0.24 0.07 0.07 0.504
H 2.858344 3.737168 0.691253 0.29 0.31 0.23 0.253
H 1.686482 3.108337 1.822429 -0.06 0.11 0.16 0.089
C -2.205673 5.856446 -1.943629 0.47 -0.01 -0.56 -0.514
O -3.200527 5.321975 -1.080185 0.01 0.21 0.03 -0.497
C -2.937000 4.146089 -0.527706 0.00 -0.03 -0.13 0.572
O -2.144579 3.336181 -0.964028 0.24 -0.14 -0.31 0.665
O -3.696098 3.988146 0.519954 -0.27 -0.13 0.33 -0.455
C -3.458051 2.805951 1.304001 0.18 -0.37 0.00 -0.203
H -2.582290 6.792133 -2.343671 -0.18 0.04 0.22 0.370
H -1.983339 5.208057 -2.797799 -0.15 -0.15 0.21 0.105
H -1.276465 6.035353 -1.400443 -0.14 0.00 0.07 0.196
H -2.485601 2.883030 1.789691 -0.08 0.07 0.04 0.284
H -3.468234 1.907351 0.683760 -0.03 0.15 -0.14 -0.357
H -4.243323 2.736639 2.045599 -0.02 0.29 0.02 0.392
C -3.778177 -1.174341 -1.956335 0.12 -0.06 -0.02 -0.150
O -3.964371 -0.410677 -3.175728 -0.13 -0.29 0.10 -0.445
C -3.294275 0.709851 -3.273425 -0.11 -0.17 -0.45 0.586
O -2.486174 1.115292 -2.469051 0.61 0.36 0.10 0.367
O -3.619230 1.330613 -4.391428 -0.27 0.07 -0.04 -0.419
C -3.108179 2.665270 -4.537807 0.62 -0.14 -0.03 -0.490
H -2.769593 -1.575921 -1.895592 0.10 0.15 -0.07 0.013
H -4.488203 -1.991926 -2.008097 -0.15 0.10 -0.07 0.396
H -3.946372 -0.543343 -1.090272 -0.05 0.02 0.01 0.041
H -2.075694 2.617103 -4.895412 -0.04 0.00 0.09 0.250
H -3.127287 3.177559 -3.579492 -0.12 0.11 -0.05 0.025
H -3.702732 3.158250 -5.294891 -0.25 -0.03 0.06 0.357
```
Forces are in eV/Å.

Results
Total energy in eV: -161731.807
F_max in eV/Å: 2.24
HOMO-LUMO gap (alpha / beta) in eV: 9.252 / 9.196
Expectation value of S²: 6.0087
2S+1: 5
Lowest unoccupied orbital energy (alpha / beta) in eV: -2.107 / -2.241
Net charge: +1


Question: net charge of number 2 (C26H61CrO25S5)?
Answer: +1